{"formula": "C48H34Cl4N4O3PRuTe", "method": "the ωB97M-V functional and the def2-TZVPD basis", "homo_energy_ev": [-6.63, -6.70], "e_tot_ev": -131687.0404, "lumo_ev": [-1.3264, -2.5057], "total_charge": 0, "spin_multiplicity": 2, "symbols": ["Ru", "Cl", "C", "C", "C", "C", "C", "C", "C", "C", "C", "C", "C", "C", "C", "C", "C", "C", "Cl", "C", "C", "C", "N", "C", "C", "C", "C", "C", "C", "Cl", "C", "C", "C", "C", "C", "C", "N", "C", "C", "C", "C", "C", "N", "C", "C", "C", "C", "Cl", "C", "C", "C", "C", "N", "H", "H", "H", "H", "H", "H", "H", "H", "H", "H", "H", "H", "H", "H", "H", "H", "H", "H", "H", "H", "H", "H", "H", "H", "C", "C", "O", "P", "O", "Te", "O", "C", "C", "H", "H", "H", "H", "H", "H", "H", "H", "H", "H"], "positions_angstrom": [[-0.296418, 0.205991, 0.670581], [-8.997692, -1.761335, 3.632006], [-7.400720, -1.420675, 3.035714], [-6.449164, -0.901286, 3.897102], [-5.177087, -0.631615, 3.415590], [-4.852370, -0.875378, 2.084614], [-5.825008, -1.399255, 1.239143], [-7.100771, -1.673633, 1.707823], [-3.476549, -0.585729, 1.586980], [-3.312604, 0.522072, 0.738592], [-4.359629, 1.365096, 0.218801], [-3.772085, 2.273952, -0.598351], [-2.351791, 2.019326, -0.562366], [-1.360169, 2.809855, -1.167932], [-1.822474, 3.861816, -2.113569], [-1.592289, 5.211813, -1.856615], [-2.029238, 6.189832, -2.735959], [-2.702772, 5.812270, -3.886000], [-3.243651, 7.031768, -4.998913], [-2.955248, 4.478568, -4.159700], [-2.516563, 3.510711, -3.269466], [0.017941, 2.740269, -0.885984], [0.569566, 1.917870, 0.062593], [1.848877, 2.320534, 0.295174], [2.710259, 1.726465, 1.264281], [3.705975, 2.564264, 1.996724], [3.849711, 3.942954, 1.770595], [4.727638, 4.729158, 2.496437], [5.474896, 4.166414, 3.513182], [6.569221, 5.146541, 4.436181], [5.303782, 2.831926, 3.829541], [4.422003, 2.059359, 3.095143], [2.594748, 0.347072, 1.571466], [3.675063, -0.546798, 1.938248], [3.185453, -1.806464, 1.922518], [1.780499, -1.723750, 1.590338], [1.468135, -0.399576, 1.410381], [0.847737, -2.778290, 1.556079], [-0.534787, -2.523233, 1.864305], [-1.447151, -3.369253, 2.599199], [-2.633584, -2.712313, 2.672603], [-2.468607, -1.471408, 1.965227], [-1.162496, -1.374760, 1.558588], [1.255461, -4.144250, 1.140789], [0.355278, -5.221109, 1.174615], [0.694620, -6.483308, 0.721647], [1.947457, -6.702326, 0.179333], [2.376945, -8.278730, -0.406104], [2.838546, -5.652416, 0.052318], [2.485228, -4.395935, 0.509615], [2.162350, 3.385340, -0.633412], [1.050675, 3.634969, -1.364994], [-2.115302, 0.957345, 0.257294], [-6.703632, -0.710655, 4.930456], [-4.424897, -0.221868, 4.077986], [-5.575751, -1.598383, 0.204278], [-7.855959, -2.082590, 1.051035], [-5.408114, 1.275940, 0.451388], [-4.252694, 3.062269, -1.154123], [-1.078704, 5.497909, -0.947247], [-1.856512, 7.237299, -2.531273], [-3.487173, 4.202939, -5.059746], [-2.710092, 2.464884, -3.472571], [3.239887, 4.442787, 1.041382], [4.811338, 5.786901, 2.287516], [5.837888, 2.402231, 4.665901], [4.259848, 1.050421, 3.431564], [4.699610, -0.270783, 2.114792], [3.725244, -2.697006, 2.191531], [-1.206603, -4.313850, 3.056854], [-3.533309, -3.039895, 3.167329], [-0.649520, -5.072959, 1.531184], [-0.021605, -7.292016, 0.769307], [3.793692, -5.811844, -0.429289], [3.164069, -3.587176, 0.307985], [3.131075, 3.830635, -0.776831], [0.941350, 4.349821, -2.164037], [0.580162, -2.339003, -5.415741], [0.255264, -2.613171, -3.965438], [1.235127, -1.987636, -3.102752], [0.829860, -0.753689, -2.182132], [-0.336386, -1.059917, -1.308116], [0.461901, 1.128784, -3.648771], [2.161814, -0.527285, -1.365054], [3.455430, -0.300267, -1.957171], [4.282453, -1.566012, -1.936059], [-0.171865, -2.800965, -6.056231], [1.556570, -2.747867, -5.675326], [0.589367, -1.266908, -5.617203], [0.310947, -3.678189, -3.745072], [-0.744487, -2.265566, -3.698373], [3.912837, 0.475888, -1.343134], [3.332730, 0.092053, -2.969325], [4.481595, -1.870388, -0.907945], [5.236716, -1.379986, -2.431531], [3.768685, -2.375613, -2.451992]], "atomic_forces_ev_per_a": [[-0.57, -0.32, 0.08], [0.00, 0.00, 0.00], [0.01, 0.01, 0.01], [0.00, -0.01, 0.01], [0.00, -0.01, -0.02], [0.00, 0.00, 0.01], [0.00, 0.02, 0.01], [0.01, 0.00, -0.03], [0.11, -0.19, 0.08], [0.09, 0.07, -0.10], [0.00, 0.00, 0.00], [-0.01, -0.01, -0.04], [-0.05, 0.11, 0.09], [0.17, -0.12, -0.03], [0.02, 0.03, 0.00], [-0.01, -0.03, 0.00], [0.00, 0.01, 0.00], [0.01, 0.00, 0.02], [-0.01, 0.00, 0.00], [0.00, -0.02, -0.01], [-0.01, 0.01, -0.01], [-0.18, 0.11, 0.02], [0.36, 0.02, -0.38], [-0.16, -0.09, 0.14], [0.06, -0.16, -0.12], [0.03, 0.02, -0.02], [0.05, -0.09, -0.02], [0.01, 0.02, 0.00], [-0.01, -0.01, 0.00], [0.02, 0.01, 0.00], [0.02, 0.00, 0.01], [-0.04, 0.04, 0.00], [-0.22, 0.21, -0.02], [0.06, -0.22, 0.02], [0.15, 0.02, -0.11], [-0.31, -0.21, 0.04], [0.25, -0.25, -0.32], [0.05, 0.34, 0.10], [0.21, 0.09, -0.10], [-0.27, 0.04, 0.09], [0.10, -0.11, 0.08], [-0.16, 0.22, -0.17], [0.12, -0.23, -0.10], [-0.03, -0.16, 0.05], [0.09, -0.05, 0.03], [0.00, 0.00, -0.01], [0.02, 0.02, -0.01], [0.01, -0.02, 0.00], [0.01, -0.05, -0.02], [-0.14, 0.09, 0.06], [-0.07, 0.09, 0.00], [0.00, -0.02, 0.00], [-0.13, -0.02, -0.25], [0.00, 0.00, 0.00], [0.00, 0.00, 0.01], [-0.01, 0.00, 0.00], [0.00, 0.00, 0.01], [0.00, 0.00, 0.01], [0.00, 0.01, 0.03], [0.01, 0.01, -0.01], [0.00, 0.00, 0.00], [0.00, 0.00, 0.00], [0.00, -0.01, 0.00], [-0.02, 0.04, 0.01], [-0.01, 0.00, -0.01], [-0.01, 0.00, 0.00], [-0.02, 0.06, 0.07], [-0.01, -0.04, -0.01], [0.01, -0.09, -0.05], [-0.07, 0.15, 0.14], [-0.01, -0.01, -0.02], [0.15, -0.16, -0.18], [-0.01, 0.00, 0.00], [0.00, 0.02, 0.00], [0.09, 0.13, 0.03], [0.00, 0.01, -0.03], [0.01, 0.00, -0.01], [0.05, 0.00, 0.05], [-0.07, -0.10, -0.04], [-0.11, 0.23, -0.10], [0.53, -0.25, 0.08], [0.27, 0.71, 1.09], [-0.08, 0.10, -0.05], [-0.31, -0.10, -0.04], [0.12, 0.04, -0.01], [-0.03, 0.02, 0.04], [0.00, -0.01, 0.00], [0.00, 0.01, 0.00], [-0.03, 0.00, -0.02], [-0.03, 0.00, 0.02], [0.02, 0.03, 0.01], [-0.02, 0.03, -0.03], [-0.03, -0.02, -0.01], [-0.02, 0.00, 0.00], [0.01, -0.01, 0.01], [0.00, 0.00, -0.04]]}